Entry 1:
{
  "formula": "C27H27BCl2N3O4S",
  "method": "ωB97M-V/def2-TZVPD",
  "charge": -1,
  "homo_lumo_gap_ev": 1.63,
  "e_above_lowest_kcal_mol": 896.5,
  "max_force_ev_per_a": 6.9,
  "species": ["N", "C", "C", "C", "C", "N", "C", "O", "C", "Cl", "C", "Cl", "C", "O", "C", "C", "C", "C", "C", "B", "C", "C", "C", "C", "N", "C", "C", "C", "C", "O", "C", "C", "C", "C", "C", "C", "O", "S", "H", "H", "H", "H", "H", "H", "H", "H", "H", "H", "H", "H", "H", "H", "H", "H", "H", "H", "H", "H", "H", "H", "H", "H", "H", "H", "H"],
  "positions_angstrom": [[2.96, 3.44, 4.22], [2.15, 4.04, 3.64], [1.13, 4.62, 2.74], [-0.07, 4.00, 1.99], [-0.53, 2.69, 1.83], [-0.22, 3.39, 5.37], [-0.47, 5.27, 1.36], [-2.81, 4.69, 0.05], [-1.80, 5.50, 0.00], [-1.84, 6.66, -1.50], [2.70, 6.13, -1.11], [2.14, 6.67, -2.37], [0.84, 5.76, 2.03], [3.22, 5.65, -0.20], [-0.11, -6.95, 0.55], [-0.76, -5.77, 0.87], [-1.92, -5.79, 4.19], [-1.87, -4.56, 4.26], [0.17, -3.23, 1.40], [-0.11, -1.82, 1.97], [-1.36, -1.14, 1.32], [-1.90, -0.80, -0.01], [-3.23, -0.38, 0.21], [-6.51, 2.47, 0.65], [-5.68, 1.46, -0.09], [-7.52, 1.48, 0.75], [-6.85, 0.60, -0.20], [-3.48, -0.46, 1.62], [-2.34, -0.87, 2.27], [-1.06, -1.27, 5.68], [1.24, -1.14, 2.33], [1.04, 0.31, 4.56], [2.60, -3.37, 4.98], [0.89, -0.35, 3.31], [0.26, 1.85, 1.22], [2.33, -0.99, 1.28], [1.81, -0.76, -0.08], [-1.22, -4.18, 0.97], [-0.68, -7.98, 0.90], [-2.39, -7.45, -1.64], [0.85, -7.55, 0.04], [-1.98, -6.86, 4.15], [-1.82, -3.51, 4.34], [-1.40, -0.89, -0.97], [-3.93, -0.06, -0.50], [-6.75, -2.65, 1.43], [-8.50, 1.52, 1.19], [-7.70, -0.51, -1.23], [-2.94, 3.93, 0.64], [-6.88, 1.87, -2.65], [-6.35, 3.48, 0.98], [-4.40, -0.23, 2.12], [-2.13, -1.02, 3.27], [2.06, 0.67, 4.64], [0.40, 1.20, 4.72], [0.84, -0.36, 5.43], [3.10, -2.82, 4.19], [1.52, -3.51, 5.12], [0.94, -3.81, 1.96], [1.27, 2.27, 0.95], [-0.22, 0.93, 0.72], [-1.52, 2.41, 2.33], [2.98, -0.09, 1.36], [3.06, -1.86, 1.42], [2.12, -0.06, -0.83]],
  "mulliken_charge": [-0.59, -0.04, 0.47, -0.06, 1.07, -0.35, -0.28, -0.36, 0.24, -0.16, 0.79, -0.01, -1.12, -0.11, -0.87, 0.54, -0.37, -0.46, -0.18, -0.77, 1.28, -1.42, -0.32, -0.36, -0.28, -0.29, -0.28, -1.01, -0.99, -0.47, 1.24, -1.48, -0.64, 0.27, -0.41, -0.74, -0.58, 0.08, 0.16, -0.27, 0.18, 0.41, 0.48, 0.48, 0.65, -0.18, 0.39, 0.32, 0.40, -0.13, 0.34, 0.52, 0.66, 0.39, 0.38, 0.30, 0.35, 0.35, 0.18, 0.22, -0.14, 0.56, 0.42, 0.28, 0.33]
}


Entry 2:
{
  "formula": "C27H27Cl5N2S2SiTl",
  "method": "ωB97M-V/def2-TZVPD",
  "charge": 1,
  "homo_lumo_gap_ev": 7.44,
  "e_above_lowest_kcal_mol": 0.0,
  "max_force_ev_per_a": 0.4,
  "species": ["Tl", "S", "C", "N", "C", "C", "N", "C", "C", "C", "C", "C", "C", "C", "C", "S", "C", "C", "C", "C", "C", "C", "C", "H", "H", "H", "H", "H", "H", "H", "H", "H", "H", "H", "H", "H", "H", "H", "H", "H", "H", "Cl", "C", "C", "C", "Cl", "C", "Cl", "C", "Cl", "C", "Cl", "C", "Si", "C", "C", "H", "H", "H", "H", "H", "H", "H", "H", "H"],
  "positions_angstrom": [[-0.14, -0.17, -0.17], [1.77, 0.85, 1.68], [3.08, -0.17, 1.81], [4.12, 0.14, 2.57], [5.20, -0.84, 2.76], [5.56, -1.39, 1.41], [4.37, -2.02, 0.85], [4.54, -3.24, 0.04], [4.46, -2.99, -1.45], [3.58, -3.72, -2.24], [3.53, -3.51, -3.61], [4.36, -2.58, -4.20], [5.25, -1.85, -3.42], [5.30, -2.06, -2.05], [3.16, -1.49, 1.03], [1.79, -2.22, 0.45], [4.27, 1.46, 3.20], [4.81, 2.47, 2.21], [6.13, 2.39, 1.77], [6.62, 3.28, 0.83], [5.79, 4.28, 0.33], [4.48, 4.38, 0.78], [3.99, 3.48, 1.71], [4.86, -1.64, 3.42], [6.04, -0.34, 3.23], [6.34, -2.14, 1.49], [5.91, -0.59, 0.76], [3.78, -3.96, 0.35], [5.52, -3.65, 0.30], [2.92, -4.44, -1.77], [2.84, -4.09, -4.21], [4.33, -2.42, -5.27], [5.92, -1.13, -3.88], [6.02, -1.50, -1.45], [4.96, 1.33, 4.04], [3.31, 1.78, 3.60], [6.79, 1.63, 2.18], [7.64, 3.21, 0.51], [6.17, 4.98, -0.40], [3.84, 5.17, 0.40], [2.97, 3.57, 2.07], [-1.49, -3.10, 1.44], [-2.29, -1.60, 1.75], [-1.82, -0.44, 1.16], [-2.52, 0.73, 1.41], [-1.92, 2.22, 0.72], [-3.66, 0.78, 2.20], [-4.49, 2.25, 2.47], [-4.11, -0.41, 2.79], [-5.51, -0.39, 3.78], [-3.43, -1.60, 2.57], [-3.99, -3.05, 3.29], [0.31, 2.08, -2.80], [1.12, 0.48, -2.31], [0.80, -0.96, -3.44], [2.91, 0.70, -1.87], [0.82, 2.55, -3.64], [0.33, 2.79, -1.97], [-0.74, 1.93, -3.08], [1.42, -0.90, -4.33], [-0.24, -0.99, -3.75], [1.05, -1.89, -2.93], [3.43, 1.11, -2.74], [3.37, -0.26, -1.63], [3.04, 1.39, -1.04]],
  "mulliken_charge": [0.58, -0.09, 0.57, 0.12, -1.13, -0.50, 0.11, -1.86, 1.04, -0.30, -0.77, -0.47, -0.67, -0.27, -0.02, -0.11, -2.09, 1.12, -0.07, -0.86, -0.46, -0.72, -0.31, 0.35, 0.49, 0.58, 0.28, 0.61, 0.53, 0.41, 0.42, 0.45, 0.44, 0.30, 0.57, 0.71, 0.36, 0.42, 0.42, 0.43, 0.45, -0.21, 0.80, -0.74, 0.73, -0.19, -0.41, -0.17, 0.55, -0.16, -0.24, -0.16, -1.00, -0.06, -0.91, 0.02, 0.36, 0.29, 0.32, 0.34, 0.40, 0.24, 0.48, -0.45, 0.08]
}


Entry 3:
{
  "formula": "C27H27IN7O3STa",
  "method": "ωB97M-V/def2-TZVPD",
  "charge": 2,
  "homo_lumo_gap_ev": 6.69,
  "e_above_lowest_kcal_mol": 10.4,
  "max_force_ev_per_a": 1.4,
  "species": ["Ta", "C", "C", "O", "C", "C", "C", "N", "N", "C", "O", "C", "C", "C", "C", "C", "C", "H", "H", "H", "H", "H", "H", "H", "H", "H", "H", "H", "H", "N", "C", "S", "N", "N", "C", "C", "C", "C", "C", "C", "C", "C", "C", "C", "C", "C", "N", "H", "H", "H", "H", "H", "H", "H", "H", "H", "H", "H", "N", "C", "O", "C", "I", "H", "H", "H", "H"],
  "positions_angstrom": [[0.77, 0.01, 0.36], [-1.74, 2.63, 2.65], [-1.13, 2.21, 1.36], [-0.21, 1.27, 1.45], [-1.40, 2.78, 0.16], [-0.63, 2.53, -1.01], [-0.78, 3.45, -2.17], [0.26, 1.56, -1.05], [1.05, 1.57, -2.20], [2.13, 0.93, -1.99], [2.36, 0.44, -0.75], [3.10, 0.65, -3.06], [2.92, 1.21, -4.32], [3.82, 0.92, -5.33], [4.88, 0.06, -5.09], [5.06, -0.50, -3.84], [4.16, -0.21, -2.82], [-0.99, 3.12, 3.27], [-2.11, 1.76, 3.19], [-2.56, 3.33, 2.48], [-2.14, 3.57, 0.12], [-1.62, 4.13, -2.02], [-0.91, 2.88, -3.09], [0.13, 4.03, -2.30], [2.09, 1.88, -4.50], [3.68, 1.35, -6.31], [5.58, -0.17, -5.88], [5.89, -1.18, -3.65], [4.28, -0.65, -1.84], [-1.47, -1.10, -3.30], [-1.14, -1.02, -2.00], [0.48, -1.55, -1.56], [-2.00, -0.58, -1.14], [-1.41, -0.60, 0.12], [-2.13, -0.90, 1.13], [-3.60, -1.07, 1.10], [-4.19, -2.20, 1.65], [-5.57, -2.35, 1.61], [-6.36, -1.35, 1.05], [-5.76, -0.22, 0.50], [-4.39, -0.08, 0.51], [-1.34, -1.22, 2.34], [-1.91, -1.44, 3.57], [-1.12, -1.97, 4.59], [0.20, -2.27, 4.33], [0.73, -1.93, 3.08], [-0.01, -1.39, 2.11], [-0.83, -1.51, -3.96], [-2.42, -0.92, -3.58], [-3.59, -3.00, 2.06], [-6.03, -3.24, 2.02], [-7.43, -1.46, 1.03], [-6.38, 0.56, 0.06], [-3.92, 0.78, 0.06], [-2.95, -1.23, 3.73], [-1.54, -2.17, 5.56], [0.84, -2.73, 5.06], [1.77, -2.09, 2.86], [4.61, -1.94, 1.40], [3.74, -0.95, 1.36], [2.54, -1.19, 1.11], [4.28, 0.43, 1.60], [2.76, 1.66, 2.37], [4.32, -2.88, 1.18], [5.58, -1.78, 1.62], [4.58, 0.87, 0.65], [5.11, 0.44, 2.30]],
  "nbo_charge": [2.08, -0.68, 0.49, -0.78, -0.39, 0.41, -0.68, -0.45, -0.34, 0.57, -0.80, -0.08, -0.17, -0.20, -0.16, -0.21, -0.19, 0.25, 0.24, 0.25, 0.25, 0.24, 0.27, 0.27, 0.23, 0.23, 0.23, 0.23, 0.20, -0.76, 0.33, -0.11, -0.41, -0.35, 0.38, -0.18, -0.19, -0.19, -0.16, -0.22, -0.10, 0.16, -0.21, -0.10, -0.23, 0.10, -0.51, 0.42, 0.42, 0.22, 0.24, 0.24, 0.23, 0.22, 0.26, 0.25, 0.25, 0.22, -0.72, 0.72, -0.69, -0.65, 0.38, 0.44, 0.43, 0.29, 0.27]
}